1.
Molecular formula: C38H57CoOP3S2Si
Method: DFT, ωB97M-V/def2-TZVPD

XYZ file:
```
103
Properties=species:S:1:pos:R:3:mulliken_charge:R:1
Co -0.020 -0.269 -0.578 1.156
S -1.928 -0.647 -4.473 -0.263
S 0.594 -0.991 -2.834 -0.249
P 2.491 -0.267 -0.042 0.640
P -1.254 -2.260 0.003 -0.008
P -1.270 1.904 -0.387 -0.446
Si 0.024 0.003 1.760 1.159
O 0.460 0.319 -4.998 -0.200
C -2.754 -1.817 4.345 -1.010
C -1.576 4.445 -1.852 -1.698
C 2.630 1.576 -0.346 2.069
C -1.359 -1.070 2.503 -0.149
C -1.885 -2.108 1.719 -0.009
C -2.801 -3.008 2.265 -0.519
C -0.338 1.795 2.243 0.390
C -0.330 -0.361 -4.164 0.086
C -3.101 1.717 -0.476 1.527
C 0.417 -4.146 -1.216 -1.106
C -2.710 -2.662 -1.087 1.629
C 3.090 -0.919 4.495 -0.886
C -3.956 -1.884 -0.671 -1.602
C -3.235 -2.865 3.570 -0.859
C 1.655 -0.446 2.596 0.125
C -1.262 3.938 1.598 -0.522
C 3.352 2.381 0.731 -1.588
C 4.008 -2.518 -0.654 -1.294
C -0.107 0.839 -6.199 -0.816
C 3.935 -1.016 -0.929 0.653
C -0.254 2.634 -2.900 -1.108
C -0.947 2.613 1.281 0.241
C -3.974 2.863 0.028 -1.753
C 1.836 -0.679 3.960 -0.110
C -0.321 3.671 3.785 -0.769
C -0.678 3.238 -1.562 1.256
C 3.140 1.888 -1.755 -1.726
C 0.762 -3.717 1.232 -2.212
C 2.784 -0.479 1.759 0.001
C -3.070 -4.138 -1.265 -1.550
C -0.265 -3.813 0.108 0.631
C 4.047 -0.704 2.306 -0.628
C -1.826 -0.939 3.815 -0.163
C -0.024 2.354 3.485 -0.512
C -0.952 4.465 2.838 -1.038
C 5.330 -0.381 -0.787 -1.950
C 4.201 -0.922 3.663 -0.772
C -3.504 1.253 -1.874 -1.125
H 1.410 -4.595 1.211 0.577
H 5.827 -0.354 -1.759 0.338
H -3.855 3.770 -0.559 0.214
H 1.401 -2.839 1.115 0.510
H -3.770 3.099 1.071 0.390
H -1.120 2.329 -3.492 0.226
H 2.659 1.268 -2.512 0.371
H 4.921 -0.716 1.674 0.297
H -0.063 4.079 4.753 0.453
H 0.226 3.596 -1.051 0.388
H -4.520 0.854 -1.857 0.503
H 0.479 1.751 4.229 0.401
H 4.792 -2.966 -1.268 0.593
H -1.465 -0.125 4.430 0.468
H -2.259 -4.737 -1.664 0.407
H -3.100 -1.692 5.362 0.420
H 5.960 -0.978 -0.128 0.553
H -2.494 4.139 -2.350 0.274
H -0.922 1.526 -5.968 0.332
H 4.397 2.089 0.841 0.254
H -0.986 -4.601 0.358 0.830
H 4.217 1.753 -1.835 0.383
H -3.733 -0.874 -0.328 0.254
H -3.184 -3.825 1.670 0.323
H 0.712 1.353 -6.695 0.247
H 5.321 0.633 -0.400 0.391
H -2.382 -2.269 -2.059 -0.232
H -3.254 0.880 0.220 -0.270
H 2.926 2.933 -1.990 0.430
H -4.636 -1.806 -1.520 0.486
H 0.381 1.757 -2.778 -0.562
H -0.493 0.028 -6.817 0.351
H 1.581 1.896 -0.309 -1.412
H -0.257 -4.141 -2.070 0.291
H -1.841 5.036 -0.982 0.358
H -2.847 0.480 -2.272 -0.131
H -1.753 4.570 0.879 0.195
H -3.490 2.083 -2.580 0.320
H -3.398 -4.593 -0.330 0.193
H 0.976 -0.695 4.618 0.467
H 0.302 3.378 -3.473 0.534
H 2.876 2.270 1.705 0.314
H 0.295 -3.658 2.215 0.270
H 1.192 -3.417 -1.448 -0.292
H -5.022 2.564 -0.046 0.516
H 0.882 -5.132 -1.148 0.511
H 3.600 -0.899 -1.968 0.568
H 3.332 3.440 0.465 0.442
H -4.482 -2.388 0.139 0.382
H -3.905 -4.214 -1.965 0.489
H 3.075 -3.025 -0.888 0.066
H -1.049 5.108 -2.543 0.478
H 4.247 -2.721 0.391 0.229
H 5.187 -1.099 4.071 0.418
H -1.197 5.494 3.062 0.417
H -3.951 -3.563 3.982 0.437
H 3.204 -1.102 5.554 0.422
```

Multiplicity: 4
Highest occupied orbital energy (spin up / spin down): -5.5 / -7.4 eV
Gap between HOMO and LUMO (spin up / spin down): 6.18 / 8.09 eV
Charge: 0
Energy above the lowest of the compared OMol25 structures with the same formula, charge and spin: 0.00 kcal/mol

=====

2.
Molecular formula: C4H6
Method: DFT, ωB97M-V/def2-TZVPD

XYZ file:
```
10
Properties=species:S:1:pos:R:3:mulliken_charge:R:1
C 0.648 1.790 -0.767 -1.150
C 0.420 0.482 -0.157 0.277
C 0.033 -0.568 0.289 0.327
C -0.670 -1.773 0.731 -1.103
H -1.223 -2.184 -0.121 0.261
H -1.402 -1.511 1.504 0.264
H -0.018 -2.554 1.132 0.294
H 1.229 1.716 -1.688 0.279
H -0.330 2.206 -1.022 0.264
H 1.147 2.496 -0.100 0.287
```

SMILES: CC#CC
Highest occupied orbital energy: -9.4 eV
Gap between HOMO and LUMO: 10.47 eV
Charge: 0
Energy above the lowest of the compared OMol25 structures with the same formula, charge and spin: 10.07 kcal/mol

=====

3.
Molecular formula: C2H5OP
Method: DFT, ωB97M-V/def2-TZVPD

XYZ file:
```
9
Properties=species:S:1:pos:R:3:mulliken_charge:R:1
P 1.586 0.565 1.321 -0.015
O -0.380 1.788 -0.388 -0.428
C -0.718 -0.541 -0.946 -0.784
C -0.045 0.666 -0.226 0.315
H -0.523 -0.571 -2.066 0.270
H -0.502 -1.438 -0.312 0.248
H 1.966 -0.832 1.431 0.039
H 0.354 0.613 2.084 0.068
H -1.737 -0.250 -0.898 0.286
```

SMILES: CC(=O)P
Highest occupied orbital energy: -8.9 eV
Gap between HOMO and LUMO: 9.57 eV
Charge: 0
Energy above the lowest of the compared OMol25 structures with the same formula, charge and spin: 36.80 kcal/mol

=====

4.
Molecular formula: C4H7NO
Method: DFT, ωB97M-V/def2-TZVPD

XYZ file:
```
13
Properties=species:S:1:pos:R:3:mulliken_charge:R:1
O -0.426 2.144 0.617 -0.377
N -0.880 1.216 -0.318 -0.561
C -0.178 0.149 -0.323 0.766
C 0.953 -1.093 1.662 -0.407
C -0.549 -0.939 -1.291 -0.979
C 1.017 -0.130 0.563 -0.552
H -1.316 -0.601 -1.991 0.316
H 1.942 -0.128 -0.032 0.352
H -0.122 -1.156 1.953 0.201
H -0.920 -1.817 -0.746 0.257
H -0.990 2.911 0.453 0.353
H 0.337 -1.260 -1.850 0.311
H 1.133 0.704 1.305 0.320
```

Highest occupied orbital energy: -8.8 eV
Gap between HOMO and LUMO: 8.68 eV
Charge: 0
Energy above the lowest of the compared OMol25 structures with the same formula, charge and spin: 140.64 kcal/mol

=====

5.
Molecular formula: C6H74NO31
Method: DFT, ωB97M-V/def2-TZVPD

XYZ file:
```
112
Properties=species:S:1:pos:R:3:mulliken_charge:R:1
O 2.699 5.170 -0.372 -0.635
O 0.730 -6.655 1.158 -0.688
O -1.659 3.678 1.194 -0.691
O -1.016 -2.032 2.198 -0.074
O 1.130 2.040 -2.626 0.334
O 3.836 1.495 -0.628 -0.553
O -1.585 -2.594 4.525 -0.653
O -2.164 3.571 -2.773 -0.641
O 3.375 0.075 1.803 -0.825
O -1.441 1.827 -4.701 -0.651
O 1.104 1.652 1.535 0.168
O 1.844 -2.124 -2.048 -0.893
O 2.790 -1.708 2.871 -0.586
O 2.421 2.060 -6.618 -0.617
O -0.645 4.143 2.977 -0.842
O -1.228 -1.387 -2.276 -0.273
O 1.513 3.759 2.272 -0.676
O -5.456 -4.001 1.759 -0.718
O 0.648 -0.120 -4.433 -0.743
O -5.398 -3.454 3.838 -0.565
O 4.251 5.715 -4.771 -0.587
O -3.926 0.236 -2.910 -0.709
O -3.187 2.255 -1.038 -0.572
O 0.685 -0.522 3.857 -0.589
O -1.887 -3.914 -1.691 -0.674
O 2.908 -2.129 -0.292 -0.490
O -0.808 1.682 3.724 -0.658
O -3.559 -5.912 0.970 -0.812
O 4.757 3.883 -1.918 -0.723
O -1.954 -6.893 2.071 -0.528
O 0.999 -3.838 1.616 -0.546
N -0.558 1.203 0.475 1.583
C 0.698 2.335 -1.305 -0.321
C -0.444 -1.118 1.322 -0.318
C -1.266 0.147 1.180 0.178
C -1.846 -3.071 1.556 -0.574
C -0.255 1.112 -0.876 -0.708
C 2.031 2.969 -3.323 -0.265
H -1.240 4.168 1.982 0.341
H 2.349 2.465 -4.325 0.003
H 2.380 1.893 -7.558 0.290
H 0.291 3.944 2.554 0.507
H -0.165 -1.465 0.313 0.318
H 0.343 -3.037 1.765 0.308
H -2.158 -1.348 -2.669 0.202
H -1.002 -3.398 4.273 0.314
H -2.488 -2.630 0.783 0.194
H 5.214 3.653 -2.776 0.304
H 3.335 -2.075 3.433 0.312
H -4.773 -4.702 1.457 0.370
H 4.460 -0.018 2.061 0.324
H -5.876 -3.271 4.604 0.272
H -4.540 -2.973 3.704 0.331
H 4.793 3.051 -1.304 0.367
H -1.373 0.417 2.284 -1.053
H 1.428 2.204 2.253 0.708
H -2.711 -4.122 -2.287 0.310
H -2.182 -3.683 2.356 0.139
H 3.712 0.643 -1.194 0.287
H -1.764 -6.695 3.064 0.411
H 0.804 -5.687 0.998 0.352
H 3.644 5.732 -4.092 0.289
H -3.420 1.030 -2.574 0.429
H 1.340 3.794 -3.425 0.527
H -1.418 -2.100 -1.792 0.142
H -5.198 -4.095 2.714 0.315
H 1.084 -0.393 4.692 0.333
H 0.330 -0.938 -4.022 0.265
H -1.248 1.956 0.628 -0.323
H 1.566 2.365 -0.648 0.105
H -3.389 -6.409 0.082 0.221
H 0.723 -7.000 0.329 0.317
H -2.771 3.064 -1.349 0.249
H -1.091 -3.711 1.187 0.445
H 3.937 -1.973 -0.214 0.327
H -0.642 1.089 -4.623 0.393
H 2.991 -0.609 2.371 0.257
H 1.990 -1.328 3.443 0.286
H 0.071 0.133 -0.948 0.459
H -3.693 2.428 -0.325 0.240
H -1.145 -6.555 1.760 0.325
H 3.694 1.128 0.281 0.242
H 2.311 3.032 -6.467 0.297
H 1.788 -3.797 2.181 0.166
H -0.179 0.115 3.638 0.355
H -1.815 4.447 0.607 0.223
H -1.994 1.322 -5.161 0.244
H 0.817 -2.048 -1.978 0.269
H -4.660 0.110 -2.159 0.336
H 1.766 4.058 1.324 0.246
H 0.163 1.481 1.097 0.898
H 3.750 5.400 -5.466 0.297
H 3.234 5.857 -0.084 0.260
H -1.164 -1.796 4.574 0.313
H 0.257 3.316 -1.244 0.462
H 2.142 -2.155 -1.057 0.535
H -2.711 -6.280 1.490 0.383
H 3.241 4.484 -0.868 0.344
H -0.461 4.671 3.812 0.301
H -1.784 1.543 3.722 0.334
H -0.866 2.654 3.746 0.307
H -1.876 2.765 -3.221 0.200
H -2.474 3.881 -3.623 0.371
H -2.282 -0.079 0.804 0.662
H -1.254 -4.721 -1.858 0.296
H 2.711 -2.054 0.565 0.277
H 1.582 0.865 1.699 -0.307
H 1.827 4.419 2.842 0.419
H 3.140 3.183 -2.969 -0.218
H 1.025 0.547 -3.829 0.363
H 0.484 -0.845 1.955 -0.599
H -1.050 1.148 -1.625 -0.652
```

Highest occupied orbital energy: -10.4 eV
Gap between HOMO and LUMO: 7.27 eV
Charge: +1
Energy above the lowest of the compared OMol25 structures with the same formula, charge and spin: 175.91 kcal/mol